{
  "formula": "C34H38N8O3S2SiW",
  "method": "wB97M-V/def2-TZVPD",
  "spin_multiplicity": 3,
  "molar_mass_g_mol": 882.79,
  "lumo_ha": [-0.2257, -0.2263],
  "energy_ha": -3134.777943,
  "charge": 2,
  "elements": ["W", "O", "C", "C", "C", "C", "C", "C", "C", "O", "N", "N", "C", "C", "C", "C", "C", "C", "N", "H", "H", "H", "H", "H", "H", "H", "H", "H", "H", "N", "C", "C", "C", "C", "C", "C", "N", "C", "C", "C", "S", "C", "N", "H", "H", "H", "H", "H", "H", "H", "C", "C", "C", "C", "C", "C", "N", "N", "Si", "C", "C", "C", "H", "H", "H", "H", "H", "H", "H", "H", "H", "H", "H", "H", "H", "H", "H", "C", "S", "C", "O", "H", "H", "H", "H", "H", "H"],
  "coordinates": [[-0.1750, 0.1891, 0.0859], [2.7478, -0.4158, -4.6363], [2.0384, -1.5455, -4.5259], [2.0976, -2.4331, -5.6030], [1.4177, -3.6277, -5.5605], [0.6516, -3.9825, -4.4435], [0.5652, -3.1088, -3.3907], [1.2388, -1.8729, -3.4111], [1.1033, -0.9870, -2.2702], [0.1669, -1.1966, -1.4002], [1.9149, 0.0511, -2.1448], [1.5876, 0.7751, -1.0569], [2.3155, 1.7650, -0.7065], [1.7368, 2.6319, 0.2918], [2.3688, 3.7828, 0.7423], [1.6658, 4.6680, 1.5334], [0.3316, 4.3911, 1.8067], [-0.2173, 3.2149, 1.3436], [0.4734, 2.3113, 0.6350], [2.6826, 0.0906, -3.8069], [2.7020, -2.1557, -6.4556], [1.4883, -4.3062, -6.4006], [0.1442, -4.9363, -4.4098], [-0.0067, -3.3652, -2.5093], [3.2255, 2.0114, -1.2372], [3.3896, 3.9770, 0.4426], [2.1324, 5.5715, 1.9014], [-0.2835, 5.0788, 2.3688], [-1.2551, 2.9939, 1.5382], [-1.4901, 0.9823, 4.2005], [-0.1532, 0.9197, 4.5726], [0.4575, 1.0741, 5.8111], [1.8353, 1.0512, 5.8201], [2.5699, 0.8993, 4.6328], [1.9546, 0.7296, 3.4109], [0.5609, 0.7087, 3.3891], [-0.3579, 0.6112, 2.3376], [-1.5391, 0.8173, 2.8700], [-2.6636, 0.9691, 1.9797], [-3.9665, 1.2220, 2.2423], [-4.8119, 1.4161, 0.7749], [-3.3880, 1.1505, -0.0920], [-2.3188, 0.9260, 0.6360], [-2.2708, 1.1652, 4.8092], [-0.1149, 1.2218, 6.7168], [2.3626, 1.1710, 6.7563], [3.6506, 0.9184, 4.6826], [2.5249, 0.6213, 2.5028], [-4.4574, 1.3068, 3.1982], [-3.4054, 1.1505, -1.1661], [-3.2228, -2.0871, 1.2728], [-1.7888, -2.3646, 1.6186], [-1.5300, -3.4033, 2.4862], [-0.2224, -3.6748, 2.8739], [0.8136, -2.9126, 2.3943], [0.5278, -1.8794, 1.4959], [-0.7645, -1.6337, 1.1176], [1.3920, -0.9843, 0.9254], [3.0820, -1.6199, 0.6929], [2.9627, -3.1929, -0.2961], [3.9580, -1.9775, 2.3172], [4.2804, -0.4404, -0.1186], [-3.6736, -2.9951, 0.8710], [-3.3445, -1.3103, 0.5343], [-3.7730, -1.8392, 2.1821], [-2.3548, -3.9931, 2.8601], [-0.0197, -4.4834, 3.5644], [1.8237, -3.0941, 2.7130], [2.4146, -3.9718, 0.2370], [3.9699, -3.5708, -0.4880], [2.4819, -3.0500, -1.2647], [3.6968, -2.9144, 2.8060], [3.8733, -1.1805, 3.0552], [5.0182, -2.0577, 2.0599], [4.0320, -0.0979, -1.1176], [5.1912, -1.0394, -0.2175], [4.5437, 0.4022, 0.5265], [-4.2241, -2.3901, -3.2232], [-2.5655, -1.8855, -2.7850], [-0.7606, 1.3660, -1.7022], [-2.6859, -1.1364, -1.4877], [-4.9031, -1.5485, -3.0935], [-4.5371, -3.2280, -2.6006], [-4.2072, -2.6979, -4.2689], [-0.2696, 1.0144, -2.6058], [-0.5375, 2.4272, -1.6002], [-1.8196, 1.2372, -1.8759]],
  "atomic_forces_ev_per_a": [[1.24, 1.08, 1.00], [0.00, 0.01, -0.02], [-0.01, -0.01, 0.04], [0.01, -0.01, -0.02], [0.00, 0.01, 0.00], [0.00, -0.01, 0.00], [0.01, 0.00, 0.01], [0.08, -0.13, 0.07], [-0.06, 0.04, -0.01], [-0.56, 0.19, -0.23], [0.16, -0.17, 0.07], [-0.34, -0.26, 0.07], [-0.04, 0.13, -0.12], [0.01, 0.07, -0.05], [0.04, -0.01, -0.03], [-0.06, 0.00, 0.02], [0.06, 0.02, -0.01], [-0.04, -0.04, 0.03], [-0.11, 0.09, -0.14], [0.01, -0.01, 0.01], [0.00, 0.00, 0.00], [0.00, 0.00, 0.00], [0.00, 0.00, 0.00], [-0.01, 0.00, 0.00], [0.00, -0.01, 0.00], [0.00, 0.00, 0.01], [0.00, 0.00, 0.00], [0.00, 0.00, 0.00], [0.01, -0.02, 0.02], [-0.02, 0.01, 0.02], [-0.02, -0.01, -0.01], [0.01, 0.02, 0.01], [-0.01, 0.00, 0.00], [0.02, 0.00, -0.01], [-0.01, 0.00, -0.02], [0.00, 0.07, 0.00], [0.13, 0.13, 0.10], [-0.01, -0.16, -0.02], [0.06, -0.07, -0.02], [-0.03, 0.04, 0.00], [0.00, 0.00, 0.02], [-0.01, 0.03, -0.02], [-0.21, -0.20, -0.07], [0.00, -0.01, 0.01], [0.00, 0.00, 0.00], [0.00, 0.00, 0.00], [0.00, 0.00, 0.00], [0.01, -0.02, -0.01], [0.00, 0.00, 0.00], [0.01, -0.04, 0.00], [0.02, -0.03, 0.01], [-0.08, -0.05, -0.04], [0.00, 0.02, -0.01], [0.02, 0.00, -0.01], [0.01, -0.02, 0.04], [-0.13, -0.07, -0.11], [0.07, -0.11, -0.14], [0.03, -0.38, -0.06], [0.03, 0.06, 0.02], [-0.03, 0.02, -0.03], [0.01, -0.02, 0.00], [0.00, 0.02, 0.02], [0.00, 0.01, -0.01], [0.01, -0.01, -0.02], [0.00, 0.00, 0.00], [0.00, 0.00, 0.00], [0.00, 0.00, 0.00], [-0.01, 0.00, 0.00], [0.00, 0.00, -0.01], [0.00, -0.01, 0.03], [0.01, 0.00, 0.00], [0.02, -0.01, -0.02], [-0.03, 0.00, 0.01], [0.00, 0.01, 0.00], [0.02, -0.03, -0.01], [0.01, 0.01, 0.04], [-0.04, 0.04, -0.04], [-0.01, 0.00, 0.00], [0.05, 0.01, -0.06], [-0.03, -0.18, -0.08], [-0.21, 0.00, -0.20], [0.00, 0.00, -0.02], [-0.01, 0.01, 0.02], [0.01, -0.01, 0.01], [0.02, -0.03, 0.02], [-0.06, 0.01, 0.05], [0.00, -0.02, -0.06]],
  "mulliken_spin": [0.62, 0.00, 0.00, 0.00, 0.00, -0.01, 0.01, -0.02, 0.03, 0.12, 0.01, -0.01, -0.02, 0.02, -0.01, 0.01, 0.00, 0.00, 0.02, 0.00, 0.00, 0.00, 0.00, 0.02, 0.00, 0.00, 0.00, 0.00, 0.00, 0.00, 0.00, 0.00, 0.00, 0.00, 0.00, 0.01, 0.02, -0.01, 0.01, 0.00, 0.00, 0.02, 0.07, 0.00, 0.00, 0.00, 0.00, 0.00, 0.00, 0.00, 0.01, 0.01, 0.01, 0.00, 0.01, 0.03, 0.03, 0.06, 0.00, 0.01, 0.00, 0.00, 0.00, 0.00, 0.00, 0.00, 0.00, 0.00, 0.00, 0.00, 0.00, 0.00, 0.00, 0.00, 0.00, 0.00, 0.00, -0.03, 0.64, 0.00, 0.34, 0.02, 0.03, 0.00, 0.00, 0.00, -0.01]
}